Record 1
Formula: C3H9N5
Source: the Open Molecules 2025 dataset
Level of theory: ωB97M-V with the def2-TZVPD basis set

Values from the calculation:
Charge: 0
Spin multiplicity: 1
Relative energy (zero: lowest compared OMol25 entry of this formula, charge and spin) in kcal/mol: 37.4
Orbital gap in eV: 9.83
Energy in eV: -10706.4243
HOMO energy in eV: -8.774
Structure (SMILES): [H]/N=C(\N)CN/C=N/N
Maximum force in eV/A: 3.03

The geometry in XYZ format:
```
17
Properties=species:S:1:pos:R:3:forces:R:3
H 2.397 0.735 -2.623 0.0 -0.3 0.4
N 1.779 1.284 -2.028 -1.1 0.0 0.9
C 1.316 0.686 -0.974 2.3 -0.1 -1.9
N 1.737 -0.547 -0.506 0.0 0.0 -0.9
C 0.373 1.418 -0.101 -1.4 1.3 0.6
N -1.029 0.991 -0.227 0.5 -0.6 0.4
C -1.483 -0.132 0.422 0.3 0.8 -0.9
N -0.721 -0.906 1.101 -0.6 0.3 -0.3
N -1.579 -1.855 1.721 -0.4 -1.1 1.0
H 2.123 -1.189 -1.206 -0.2 0.5 0.4
H 1.040 -0.959 0.082 -0.2 -0.6 0.6
H 0.619 1.326 0.974 0.1 0.1 -0.6
H 0.336 2.487 -0.408 0.5 -0.7 0.3
H -1.466 1.266 -1.093 -0.2 -0.1 0.2
H -2.561 -0.297 0.343 0.2 -0.2 0.0
H -1.105 -2.752 1.847 0.2 0.5 -0.3
H -1.777 -1.554 2.674 0.1 0.1 -0.2
```
Positions in Å, forces in eV/Å.

***

Record 2
Formula: C26H60N9O7P2S
Source: the Open Molecules 2025 dataset
Level of theory: ωB97M-V with the def2-TZVPD basis set

Values from the calculation:
Charge: +1
Spin multiplicity: 1
Orbital gap in eV: 7.97
Energy in eV: -85085.4708
HOMO energy in eV: -10.620
Maximum force in eV/A: 1.55

The geometry in XYZ format:
```
105
Properties=species:S:1:pos:R:3:forces:R:3
C 0.905 1.198 0.801 -0.7 -0.2 0.0
C 0.343 1.463 -0.602 0.5 0.4 -0.1
O 1.031 2.567 -1.199 0.0 0.1 -0.1
C -1.113 1.902 -0.592 -0.1 -0.4 0.0
C -2.150 0.820 -0.567 0.0 0.0 0.2
C -3.457 0.977 -0.875 -0.1 0.2 0.0
N -4.095 -0.230 -0.704 -0.1 -0.4 -0.5
P -5.813 -0.506 -0.933 -1.1 0.2 1.1
S -6.873 -0.060 0.592 0.1 0.0 0.0
C -3.207 -1.156 -0.303 0.5 0.2 0.2
P -3.642 -2.916 0.016 -0.6 -0.1 -0.2
C -2.623 -3.704 -1.280 0.2 0.3 0.0
C -2.820 -3.348 1.584 0.0 0.0 0.0
N -2.024 -0.524 -0.216 0.0 0.1 0.1
N -0.887 -1.223 0.183 -0.6 -0.2 0.1
H 1.678 1.921 1.033 0.1 0.0 0.0
H 1.301 0.192 0.897 0.2 0.1 0.1
H 0.133 1.301 1.568 -0.1 0.1 0.0
H 0.487 0.601 -1.257 -0.1 0.0 0.1
H 1.792 2.239 -1.685 0.1 0.0 0.1
H -1.270 2.563 0.261 -0.1 0.1 0.0
H -1.297 2.479 -1.495 0.0 0.1 0.0
H -3.969 1.873 -1.176 -0.1 0.0 -0.1
H -5.847 -1.846 -1.297 0.3 0.0 -0.4
H -6.105 0.259 -2.065 0.4 -0.1 -0.3
H -2.994 -4.716 -1.424 0.1 -0.1 0.0
H -2.775 -3.158 -2.211 -0.1 -0.1 -0.1
H -1.560 -3.693 -1.055 -0.1 -0.1 0.0
H -3.551 -3.275 2.385 0.0 0.1 0.1
H -1.930 -2.778 1.812 0.1 0.0 0.0
H -2.541 -4.397 1.483 0.0 -0.1 0.0
H -0.635 -0.968 1.128 0.1 0.3 0.0
H -0.116 -1.087 -0.464 0.1 -0.2 -0.1
C 3.874 0.452 0.897 -0.3 -0.2 -0.2
O 3.550 0.419 2.071 0.2 0.0 0.1
N 5.101 0.276 0.401 0.1 0.0 0.0
C 5.350 0.285 -1.029 0.1 -0.1 0.2
C 6.218 0.048 1.314 -0.2 0.0 0.0
H 3.107 0.590 0.110 0.3 0.1 -0.1
H 5.745 -0.685 -1.335 0.1 0.0 -0.2
H 6.067 1.066 -1.285 0.0 0.0 -0.1
H 4.418 0.469 -1.565 0.0 0.0 0.0
H 6.036 -0.843 1.914 0.0 0.0 0.0
H 6.331 0.893 1.988 0.1 0.0 0.0
H 7.134 -0.080 0.748 0.0 0.0 0.0
C 9.771 0.289 3.352 0.0 0.0 -0.1
O 8.866 0.247 2.538 0.0 0.0 0.0
N 9.627 0.704 4.621 0.0 0.0 0.1
C 10.734 0.736 5.555 -0.1 0.0 0.0
C 8.309 1.133 5.061 0.0 0.0 -0.1
H 10.801 -0.016 3.106 0.0 0.0 0.0
H 10.533 0.093 6.414 0.0 0.0 0.0
H 10.906 1.753 5.914 0.0 0.0 0.0
H 11.637 0.385 5.061 0.0 0.0 0.0
H 7.588 0.323 4.956 0.0 0.0 0.0
H 7.961 1.973 4.460 0.0 0.0 0.0
H 8.365 1.435 6.104 0.0 0.0 0.0
C 2.302 -2.266 -0.703 0.3 -0.1 0.3
O 1.376 -1.654 -1.232 0.1 0.0 -0.2
N 2.249 -3.540 -0.310 -0.1 0.2 -0.1
C 3.384 -4.192 0.322 0.0 -0.1 0.0
C 1.023 -4.290 -0.528 0.0 0.0 0.0
H 3.272 -1.791 -0.490 0.0 0.0 -0.1
H 3.711 -5.049 -0.269 0.0 0.0 0.0
H 3.118 -4.536 1.322 0.0 0.0 0.0
H 4.211 -3.490 0.399 0.0 0.0 0.0
H 0.779 -4.325 -1.589 0.0 0.0 0.0
H 0.189 -3.817 -0.006 0.1 0.0 0.1
H 1.155 -5.301 -0.153 0.0 0.0 0.0
C -9.279 1.296 -2.838 0.0 -0.2 0.1
O -9.730 0.590 -3.720 0.0 0.0 0.0
N -9.151 2.632 -2.909 0.1 0.1 0.0
C -8.591 3.416 -1.823 -0.1 0.0 -0.1
C -9.596 3.302 -4.120 0.0 -0.1 0.0
H -8.924 0.877 -1.877 0.0 0.1 0.0
H -9.314 4.144 -1.459 0.0 0.0 0.1
H -7.701 3.951 -2.165 0.0 0.0 0.1
H -8.317 2.768 -0.993 0.0 0.0 0.0
H -10.656 3.119 -4.290 0.0 0.0 0.0
H -9.050 2.930 -4.987 0.0 0.0 0.0
H -9.425 4.371 -4.015 0.0 0.0 0.0
C -7.738 4.206 2.276 0.0 0.0 0.0
O -8.526 4.238 1.350 0.0 0.0 -0.1
N -7.865 3.409 3.352 0.0 -0.1 0.1
C -6.896 3.404 4.428 -0.1 0.0 0.0
C -9.018 2.526 3.425 0.0 0.1 -0.1
H -6.837 4.842 2.310 0.0 0.0 0.0
H -6.450 2.413 4.540 0.0 0.0 0.0
H -7.367 3.681 5.373 0.0 0.0 0.0
H -6.106 4.120 4.211 0.0 0.0 0.0
H -9.030 1.848 2.572 0.0 0.0 0.0
H -9.942 3.104 3.407 0.0 0.0 0.0
H -8.968 1.952 4.347 0.0 0.0 0.0
C 5.489 -2.884 -3.557 0.1 -0.1 0.0
O 6.246 -2.735 -2.614 -0.1 0.0 0.1
N 5.433 -2.068 -4.623 -0.1 0.1 -0.1
C 4.512 -2.293 -5.719 0.1 0.1 0.0
C 6.336 -0.929 -4.675 0.0 -0.1 0.0
H 4.774 -3.722 -3.615 0.0 0.0 0.0
H 5.055 -2.438 -6.654 0.0 0.0 0.0
H 3.838 -1.443 -5.836 0.0 0.0 0.0
H 3.919 -3.183 -5.519 0.0 0.0 0.0
H 7.373 -1.262 -4.638 0.0 0.0 0.0
H 6.168 -0.267 -3.825 0.0 0.0 0.0
H 6.164 -0.382 -5.598 0.0 0.0 0.0
```
Positions in Å, forces in eV/Å.

***

Record 3
Formula: C2HClO4
Source: the Open Molecules 2025 dataset
Level of theory: ωB97M-V with the def2-TZVPD basis set

Values from the calculation:
Charge: 0
Spin multiplicity: 1
Relative energy (zero: lowest compared OMol25 entry of this formula, charge and spin) in kcal/mol: 215.6
Orbital gap in eV: 9.52
Energy in eV: -22794.2565
HOMO energy in eV: -9.697
Maximum force in eV/A: 5.21

The geometry in XYZ format:
```
8
Properties=species:S:1:pos:R:3:forces:R:3
C 1.994 0.165 0.236 -0.4 0.3 1.1
C -1.203 0.729 0.424 2.3 2.1 0.1
O 2.210 0.940 1.062 0.3 0.6 -0.2
O 1.868 -0.868 -0.306 2.6 1.5 3.0
O 1.255 -1.524 -1.223 -2.6 -2.4 -3.8
O -1.798 -0.313 0.725 -0.9 -2.1 1.3
Cl -1.813 1.401 -1.039 -0.5 0.4 -0.9
H -2.512 -0.530 0.122 -0.9 -0.5 -0.6
```
Positions in Å, forces in eV/Å.

***

Record 4
Formula: C14H28Cl14
Source: the Open Molecules 2025 dataset
Level of theory: ωB97M-V with the def2-TZVPD basis set

Values from the calculation:
Charge: +1
Spin multiplicity: 2
Relative energy (zero: lowest compared OMol25 entry of this formula, charge and spin) in kcal/mol: 8.8
Orbital gap (alpha / beta) in eV: 9.49 / 2.01
Energy in eV: -190276.6087
HOMO energy (alpha / beta) in eV: -12.277 / -12.276
Maximum force in eV/A: 2.16

The geometry in XYZ format:
```
56
Properties=species:S:1:pos:R:3:forces:R:3
Cl -23.507 1.491 0.477 -0.3 0.3 0.0
C -22.809 0.190 1.415 1.2 -1.1 1.1
C -23.712 -0.250 2.584 -1.1 0.9 -1.5
Cl -23.264 -1.739 3.419 0.5 0.0 -0.1
H -21.850 0.495 1.832 0.0 0.3 -0.2
H -22.594 -0.635 0.736 -0.2 0.0 0.1
H -24.673 -0.422 2.100 -0.2 -0.2 0.4
H -23.873 0.565 3.290 0.3 -0.2 0.1
Cl -29.127 -2.628 2.516 -0.4 -1.5 0.9
C -28.541 -1.203 1.755 -0.1 0.7 -1.5
C -29.633 -0.156 1.745 0.4 1.3 0.0
Cl -29.881 0.630 3.316 -0.1 0.0 0.8
H -28.384 -1.431 0.701 0.1 -0.2 -0.1
H -27.555 -0.972 2.158 -0.4 0.6 0.3
H -30.618 -0.492 1.421 0.4 -0.5 0.0
H -29.369 0.704 1.131 0.2 -0.3 -0.3
Cl -20.771 -7.565 7.155 -0.8 -0.6 0.1
C -22.146 -8.780 7.103 0.3 0.8 0.1
C -23.290 -8.170 7.864 -0.3 -0.6 0.6
Cl -22.853 -7.866 9.612 0.1 0.0 -1.3
H -21.741 -9.742 7.417 -0.2 0.3 0.4
H -22.457 -8.882 6.064 0.1 0.1 -0.3
H -24.136 -8.856 7.914 -0.1 -0.3 0.1
H -23.731 -7.283 7.410 0.5 0.3 0.2
Cl -30.796 -4.923 -0.543 -0.1 0.2 0.1
C -30.049 -6.528 -0.330 -0.5 0.3 -0.9
C -28.723 -6.454 0.391 -0.7 -0.9 -0.2
Cl -27.507 -5.521 -0.467 0.2 0.5 -0.3
H -29.959 -6.931 -1.339 0.4 0.1 0.0
H -30.824 -7.151 0.117 0.4 0.0 0.6
H -28.352 -7.478 0.331 0.1 0.0 0.7
H -28.825 -6.060 1.402 0.1 -0.2 -0.1
Cl -23.981 -10.386 4.282 1.0 0.4 0.0
C -25.599 -10.906 4.704 -0.7 0.8 -0.1
C -26.598 -9.724 4.779 0.2 -1.7 -0.6
Cl -26.476 -8.725 6.232 0.1 0.0 0.0
H -25.539 -11.483 5.627 -0.2 0.1 -0.1
H -25.905 -11.530 3.865 -0.2 -0.1 0.2
H -27.545 -10.263 4.752 -0.4 0.5 0.4
H -26.568 -9.096 3.888 0.3 0.1 0.2
Cl -25.856 1.653 7.768 -1.2 0.0 -0.8
C -27.263 1.385 6.568 1.5 -0.6 0.1
C -27.264 -0.115 6.163 -0.5 1.5 0.5
Cl -25.683 -0.542 5.393 -0.9 -0.1 0.3
H -27.046 1.995 5.691 0.2 0.0 0.1
H -28.180 1.771 7.015 0.1 -0.5 0.2
H -28.087 -0.243 5.460 0.3 -0.2 -0.3
H -27.479 -0.726 7.039 0.5 -0.2 -0.1
Cl -26.490 -6.348 3.145 -0.3 0.1 0.1
C -26.816 -4.991 4.234 0.2 0.9 1.4
C -25.476 -4.276 4.587 -1.6 -0.5 -1.4
Cl -24.472 -5.387 5.485 0.7 -0.3 0.7
H -27.297 -5.296 5.163 0.2 -0.7 0.0
H -27.550 -4.285 3.844 0.4 0.0 -0.7
H -25.631 -3.344 5.131 0.2 -0.1 -0.1
H -25.009 -4.168 3.608 0.4 0.6 0.3
```
Positions in Å, forces in eV/Å.

***

Record 5
Formula: C3H9NO2S2
Source: the Open Molecules 2025 dataset
Level of theory: ωB97M-V with the def2-TZVPD basis set

Values from the calculation:
Charge: 0
Spin multiplicity: 1
Relative energy (zero: lowest compared OMol25 entry of this formula, charge and spin) in kcal/mol: 32.7
Orbital gap in eV: 9.66
Energy in eV: -30511.9451
HOMO energy in eV: -9.189
Structure (SMILES): N[C@H](C=O)CSS.O
Maximum force in eV/A: 1.60

The geometry in XYZ format:
```
17
Properties=species:S:1:pos:R:3:forces:R:3
N -0.404 -0.566 -0.979 -0.1 0.2 -0.3
C 0.222 0.077 0.157 -0.1 0.4 -1.6
C -0.780 0.285 1.245 0.1 0.4 1.0
O -1.930 -0.052 1.185 -0.6 -0.4 -0.3
C 0.702 1.538 -0.209 -0.6 -1.0 0.3
S 1.532 1.545 -1.817 -0.8 -0.2 -0.1
S 3.409 2.043 -1.412 1.5 -0.1 0.3
H 0.001 -1.446 -1.237 0.3 -0.2 0.0
H -1.393 -0.723 -0.862 -0.1 0.1 0.2
H 1.122 -0.488 0.390 0.0 0.0 0.7
H -0.513 0.904 2.115 0.6 0.0 0.1
H 1.289 1.885 0.639 0.3 0.4 -0.4
H -0.170 2.177 -0.350 -0.1 0.0 0.2
H 4.002 0.813 -1.315 -0.3 0.4 0.0
O -2.468 -2.910 0.514 -0.1 0.3 0.3
H -2.877 -2.072 0.794 0.2 -0.3 -0.2
H -1.743 -3.011 1.144 -0.1 -0.1 -0.2
```
Positions in Å, forces in eV/Å.

***

Record 6
Formula: C4H8FN2O2S
Source: the Open Molecules 2025 dataset
Level of theory: ωB97M-V with the def2-TZVPD basis set

Values from the calculation:
Charge: +1
Spin multiplicity: 1
Relative energy (zero: lowest compared OMol25 entry of this formula, charge and spin) in kcal/mol: 17.3
Orbital gap in eV: 9.24
Energy in eV: -24895.3495
HOMO energy in eV: -14.678
Structure (SMILES): C/C=N/C(=[NH+]/C)S(=O)(=O)F
Maximum force in eV/A: 6.03

The geometry in XYZ format:
```
18
Properties=species:S:1:pos:R:3:forces:R:3
C -2.397 2.228 -0.344 0.2 -2.7 0.8
C -1.795 1.229 0.534 2.7 -1.0 -0.8
N -0.977 0.274 0.205 -0.9 1.4 0.0
C 0.053 -0.440 0.004 3.0 1.0 0.3
N 0.204 -1.741 0.001 -1.1 1.4 -0.3
C 1.400 -2.585 -0.131 1.5 2.9 5.0
S 1.891 0.592 -0.234 -2.3 -1.0 2.4
O 1.402 1.941 -0.135 1.5 -1.4 -0.4
O 2.735 -0.062 -1.181 -0.7 1.3 0.5
F 2.514 0.129 1.239 -1.0 0.9 -2.1
H -1.869 3.100 -0.220 1.4 2.3 0.6
H -2.222 1.888 -1.306 -0.6 -0.2 -2.2
H -3.360 2.363 0.058 -1.6 0.4 -0.3
H -1.953 1.418 1.559 -0.1 -0.3 1.5
H -0.726 -2.124 0.023 0.0 -1.3 0.2
H 1.580 -3.001 0.903 -0.7 -0.5 -1.2
H 2.350 -1.974 -0.113 -1.3 -0.7 -1.3
H 1.172 -3.236 -0.861 0.2 -2.5 -2.5
```
Positions in Å, forces in eV/Å.